No. 1
{
  "formula": "C3H10NS3",
  "method": "wB97M-V/def2-TZVPD",
  "elements": ["C", "C", "C", "N", "S", "S", "S", "H", "H", "H", "H", "H", "H", "H", "H", "H", "H"],
  "coordinates": [[-1.214740, 1.919881, -0.426362], [0.516443, -2.706151, 0.878271], [-0.011005, 1.036735, -1.108910], [0.057512, -1.317987, 0.625022], [1.266517, 2.436294, -1.412616], [0.994172, -0.049617, 0.065265], [-1.472521, -1.021447, 1.195375], [-0.926671, 2.875623, -0.063319], [-1.675875, 1.468077, 0.371963], [-1.897566, 2.257874, -1.177058], [1.510616, -2.861799, 1.239208], [-0.136970, -3.115848, 1.659356], [0.426718, -3.290920, 0.006415], [-0.422375, 0.451030, -1.934418], [0.895501, 2.499548, -2.714880], [0.965801, 1.042667, 0.918781], [-2.138550, -0.708908, 0.107806]],
  "forces_ev_per_angstrom": [[1.841, -0.569, -1.647], [-0.100, -0.113, 0.686], [-0.982, 2.547, 1.771], [0.909, 1.163, -0.376], [-0.625, -1.484, -1.003], [-0.569, 0.103, -0.779], [-1.210, 0.309, 1.850], [1.261, 0.592, 0.472], [-1.371, -1.353, 1.470], [-0.650, -0.608, -0.810], [0.835, 0.729, 0.221], [0.124, 0.218, -0.339], [-0.350, -0.629, -1.138], [0.747, 0.117, -0.094], [0.419, 0.046, 0.272], [-0.072, -0.993, 0.444], [-0.208, -0.075, -0.999]],
  "lumo_energy_ev": -3.8,
  "charge": 1,
  "gap_ev": 9.7,
  "molar_mass_g_mol": 156.32,
  "e_homo_ev": -13.516
}


No. 2
{
  "formula": "C2H8IN2S",
  "method": "wB97M-V/def2-TZVPD",
  "elements": ["C", "C", "N", "N", "S", "I", "H", "H", "H", "H", "H", "H", "H", "H"],
  "coordinates": [[0.889279, 2.124817, 0.033714], [0.524354, -0.470505, -0.566093], [-1.305643, -0.147785, 0.997270], [0.676547, -1.758438, -0.380492], [1.656827, 0.523878, 0.184225], [-3.183735, 0.012395, -0.008077], [0.065410, 2.126156, 0.615744], [0.689384, 2.388141, -0.986432], [1.540432, 2.870337, 0.362139], [-0.050066, -0.225688, -1.346852], [-1.509628, -0.610612, 1.961600], [-1.042313, 0.829109, 1.211369], [1.377428, -2.151267, 0.237250], [0.317849, -2.518726, -0.989711]],
  "forces_ev_per_angstrom": [[1.444, -0.625, -2.114], [2.661, -2.633, 2.606], [-1.269, 0.015, 1.559], [0.402, -1.673, -0.897], [0.530, 0.278, 0.192], [0.972, -0.082, 0.573], [-2.699, 0.357, 1.681], [-0.362, -0.149, -0.586], [1.349, 0.943, 0.840], [-2.565, 1.462, -2.534], [0.395, 1.014, -2.161], [-0.607, -0.752, 0.174], [-0.038, 0.506, 0.318], [-0.215, 1.339, 0.352]],
  "lumo_energy_ev": -4.4,
  "charge": 1,
  "gap_ev": 8.6,
  "molar_mass_g_mol": 219.07,
  "e_homo_ev": -13.014
}


No. 3
{
  "formula": "C6H12Cl2N4",
  "method": "wB97M-V/def2-TZVPD",
  "elements": ["C", "C", "C", "C", "C", "C", "N", "N", "N", "N", "Cl", "Cl", "H", "H", "H", "H", "H", "H", "H", "H", "H", "H", "H", "H"],
  "coordinates": [[1.725764, 1.136203, -0.663110], [1.881216, -0.971833, 0.528934], [0.378928, 0.954371, -0.884965], [0.630674, -1.240010, 0.226305], [2.580252, 0.212614, 0.147454], [-0.186885, -0.253104, -0.381275], [-1.359766, -0.567967, -1.111428], [-1.058603, 0.242580, 1.410193], [-1.974175, -1.776047, -1.081108], [-1.558237, 1.427068, 1.338133], [-3.441833, -2.051741, 0.247711], [-2.906878, 2.081212, -0.329580], [2.219201, 2.051552, -0.986478], [2.590999, -1.832812, 0.933501], [-0.269879, 1.578505, -1.376218], [0.025083, -2.202962, 0.497444], [3.366944, 0.083992, -0.689291], [3.316694, 0.532058, 0.872569], [-1.961054, 0.293225, -1.137186], [-1.559406, -0.564713, 1.699601], [-2.498805, -2.078745, -1.921730], [-1.212752, -2.367316, -0.618199], [-2.318243, 1.826936, 1.987394], [-0.877814, 2.221196, 1.021667]],
  "forces_ev_per_angstrom": [[-0.883, 1.426, 1.459], [3.309, -4.205, 0.885], [3.030, -1.368, 1.713], [-2.555, -2.435, -0.062], [0.179, 1.101, -3.120], [-0.226, -0.245, -0.566], [-0.661, 1.423, 0.062], [0.762, 2.756, -1.567], [0.335, -0.403, 3.222], [-0.156, 1.334, 1.141], [1.444, 0.391, -1.146], [0.434, -0.591, 0.150], [-0.202, -0.166, -0.289], [-1.884, 1.866, -0.411], [-0.931, 1.735, -1.508], [1.943, 1.397, -0.027], [-0.670, -0.961, 0.805], [-0.276, 0.935, 0.549], [-0.358, -0.540, -0.608], [-1.685, -0.099, 1.049], [0.718, 0.114, 0.128], [-1.590, -0.463, -1.552], [1.161, -1.074, -0.923], [-1.240, -1.929, 0.618]],
  "lumo_energy_ev": [-10.2, -10.2],
  "charge": 2,
  "gap_ev": [7.2, 7.2],
  "molar_mass_g_mol": 211.10,
  "e_homo_ev": [-17.441, -17.439]
}


No. 4
{
  "formula": "CH5N2O2",
  "method": "wB97M-V/def2-TZVPD",
  "elements": ["C", "N", "N", "O", "O", "H", "H", "H", "H", "H"],
  "coordinates": [[-0.200336, -0.548149, -0.543414], [-0.932881, -1.605406, -0.360042], [0.231137, 0.140772, 0.463606], [0.457392, 2.479205, 0.725932], [1.154536, 1.174658, 0.203526], [0.006559, -0.003307, -1.506279], [-1.130715, -2.198947, -1.226438], [-0.784008, -2.164401, 0.421802], [0.055883, -0.334795, 1.447377], [1.142434, 3.060369, 0.373930]],
  "forces_ev_per_angstrom": [[0.258, 2.569, -1.407], [-0.428, -1.589, -4.139], [0.859, -0.224, 2.580], [0.754, -2.618, -0.850], [-2.434, 0.077, 1.655], [-0.481, -1.251, 0.610], [0.120, 1.293, 1.642], [-0.029, -0.967, 1.880], [1.140, 2.172, -1.920], [0.240, 0.536, -0.050]],
  "lumo_energy_ev": -4.6,
  "charge": 1,
  "smiles": "N/C=[NH+]/OO",
  "gap_ev": 11.2,
  "molar_mass_g_mol": 77.06,
  "e_homo_ev": -15.754
}


No. 5
{
  "formula": "C2HClN2O2",
  "method": "wB97M-V/def2-TZVPD",
  "elements": ["C", "C", "N", "N", "O", "O", "Cl", "H"],
  "coordinates": [[-0.490575, 1.105884, 0.802346], [0.296802, -0.128800, 0.448147], [-0.999367, 2.115280, 0.988159], [0.096972, -0.477794, -0.983333], [-1.014210, -0.801572, -1.316330], [1.089416, -0.364040, -1.653413], [-0.255189, -1.649348, 1.218283], [1.276151, 0.200391, 0.496141]],
  "forces_ev_per_angstrom": [[0.240, -1.256, -0.077], [-3.396, 0.126, -1.196], [-0.102, 0.093, 0.074], [1.519, 2.504, 8.574], [-6.138, -1.981, -3.423], [5.098, 0.221, -5.687], [0.511, 0.646, 0.950], [2.268, -0.353, 0.785]],
  "lumo_energy_ev": [0.4, -4.3],
  "multiplicity": 3,
  "gap_ev": [9.2, 7.7],
  "molar_mass_g_mol": 120.50,
  "s2": 2.007,
  "e_homo_ev": [-8.811, -12.008]
}


No. 6
{
  "formula": "C35H35GeN10O2Se2Y",
  "method": "wB97M-V/def2-TZVPD",
  "elements": ["Y", "N", "C", "N", "C", "N", "N", "C", "C", "C", "C", "C", "C", "N", "C", "C", "C", "C", "C", "C", "H", "H", "H", "H", "H", "H", "H", "H", "H", "H", "H", "Se", "N", "C", "C", "C", "C", "C", "N", "C", "C", "N", "C", "C", "C", "C", "C", "N", "H", "H", "H", "H", "H", "H", "O", "C", "C", "C", "C", "O", "N", "H", "H", "H", "H", "C", "Ge", "C", "C", "C", "Se", "C", "H", "H", "H", "H", "H", "H", "H", "H", "H", "H", "H", "H", "H", "H"],
  "coordinates": [[0.103982, -0.012186, -0.147594], [2.593473, 1.748277, 3.547849], [1.634991, 1.517591, 2.665472], [1.515438, 0.429973, 1.957145], [2.520139, -0.526082, 2.049147], [2.589873, -1.563261, 1.263236], [1.619738, -1.691364, 0.315403], [1.747995, -2.676902, -0.496136], [0.727153, -2.926044, -1.507945], [0.891521, -3.938688, -2.440889], [-0.100585, -4.157041, -3.385406], [-1.229943, -3.357694, -3.357045], [-1.316179, -2.364056, -2.392715], [-0.372018, -2.140517, -1.485727], [3.563890, -0.369728, 3.046946], [4.551181, -1.335392, 3.274001], [5.525813, -1.113240, 4.219115], [5.546317, 0.079006, 4.947071], [4.587438, 1.046333, 4.734728], [3.595128, 0.815418, 3.788885], [2.648943, 2.640788, 4.013067], [0.891360, 2.296625, 2.547729], [2.608579, -3.337118, -0.425078], [1.789374, -4.542258, -2.425516], [0.010655, -4.937303, -4.125730], [-2.030044, -3.496177, -4.070197], [-2.184863, -1.717754, -2.351490], [4.523011, -2.243499, 2.689953], [6.286640, -1.860188, 4.398817], [6.318703, 0.244724, 5.685478], [4.606387, 1.977605, 5.287807], [-4.670605, -0.352286, 6.534661], [-4.222243, 0.958359, 5.456542], [-3.493360, 0.443424, 4.496270], [-2.909293, 1.214107, 3.421766], [-3.078527, 2.598760, 3.342235], [-2.457426, 3.284580, 2.327179], [-1.690357, 2.568005, 1.415845], [-1.533762, 1.245590, 1.451295], [-2.134220, 0.559957, 2.450563], [-1.946419, -0.891810, 2.506701], [-1.242729, -1.476795, 1.514914], [-1.073211, -2.793522, 1.561134], [-1.563438, -3.604946, 2.576024], [-2.281632, -3.021909, 3.591835], [-2.491288, -1.641476, 3.560755], [-3.268012, -0.968965, 4.577589], [-3.817615, -1.572060, 5.603536], [-3.686504, 3.092784, 4.088875], [-2.551594, 4.356485, 2.228118], [-1.180268, 3.099098, 0.623482], [-0.527005, -3.239562, 0.743835], [-1.384129, -4.670119, 2.551851], [-2.695112, -3.597589, 4.409376], [3.553669, 2.157860, 0.648704], [3.331468, 1.608724, -0.406023], [4.321571, 1.420890, -1.546689], [3.541439, 0.629302, -2.598688], [2.188375, 0.468325, -1.958398], [1.213114, -0.160275, -2.411300], [2.097245, 1.067050, -0.760404], [5.203734, 0.898068, -1.180729], [4.652616, 2.393885, -1.907609], [3.962915, -0.353708, -2.811083], [3.444806, 1.149307, -3.552128], [-3.510608, 2.253727, -5.672162], [-2.917521, 1.081551, -4.216390], [-4.392225, -0.043333, -3.550880], [-1.369214, -0.007007, -4.762145], [-2.496306, 2.313484, -2.669946], [-0.746183, 2.273747, -1.801860], [0.373608, 2.744128, -3.315024], [-3.914057, 1.667327, -6.497538], [-2.679734, 2.847581, -6.053264], [-4.291328, 2.929313, -5.322968], [-4.567276, -0.878590, -4.230022], [-5.307989, 0.546164, -3.504493], [-4.200165, -0.439138, -2.552799], [-1.724807, -0.922719, -5.237235], [-0.724895, -0.280263, -3.927362], [-0.781123, 0.535525, -5.502581], [-3.213305, 2.129849, -1.867814], [-2.627333, 3.349778, -2.981226], [0.495046, 1.898596, -3.982510], [1.329526, 3.062513, -2.907128], [-0.110402, 3.578379, -3.815073]],
  "forces_ev_per_angstrom": [[-0.539, 0.227, 0.272], [0.032, 0.068, 0.014], [-0.114, 0.081, 0.032], [-0.255, -0.553, -0.367], [-0.207, -0.203, -0.357], [0.604, -0.180, 0.326], [0.165, -0.302, -0.073], [0.154, 0.124, 0.253], [-0.227, -0.072, -0.308], [0.115, 0.054, 0.173], [-0.134, 0.099, 0.003], [0.126, -0.165, -0.052], [-0.103, 0.082, 0.123], [0.131, 0.041, 0.153], [0.071, 0.261, 0.224], [-0.069, 0.041, -0.046], [0.061, -0.057, 0.007], [-0.056, 0.020, -0.025], [0.008, 0.101, 0.042], [0.121, -0.412, -0.127], [-0.106, 0.065, -0.030], [0.019, 0.029, 0.011], [0.000, -0.011, 0.066], [-0.009, -0.002, 0.007], [-0.015, -0.002, -0.002], [-0.021, 0.033, 0.028], [-0.029, -0.007, -0.018], [0.034, -0.018, 0.030], [-0.013, -0.005, -0.010], [0.004, 0.018, -0.010], [-0.011, -0.022, 0.017], [-0.285, -0.025, 0.440], [0.105, 0.435, -0.290], [-0.101, -0.338, 0.282], [0.239, 0.103, -0.345], [0.000, -0.105, 0.025], [-0.022, -0.019, 0.042], [0.000, 0.142, 0.015], [0.190, -0.113, -0.207], [-0.140, 0.312, 0.148], [-0.052, -0.325, 0.136], [0.154, 0.201, -0.054], [-0.005, -0.081, -0.071], [-0.063, 0.001, 0.065], [0.000, 0.066, -0.015], [0.214, -0.052, -0.347], [-0.223, 0.309, 0.230], [0.227, -0.402, -0.251], [0.006, 0.023, -0.011], [0.020, -0.001, -0.018], [0.001, -0.031, -0.023], [0.015, 0.023, 0.010], [0.014, 0.005, -0.019], [-0.003, -0.006, -0.006], [0.002, -0.088, -0.088], [-0.043, 0.280, 0.085], [0.002, -0.117, -0.115], [0.090, 0.001, 0.001], [0.279, 0.142, -0.111], [-0.018, -0.127, 0.275], [0.022, 0.052, 0.015], [0.001, 0.015, 0.044], [-0.011, 0.033, 0.082], [-0.015, 0.001, -0.018], [-0.043, -0.033, -0.021], [0.051, -0.205, 0.158], [-0.026, 0.150, 0.151], [0.170, 0.105, -0.196], [-0.214, 0.155, 0.041], [0.055, -0.101, -0.176], [-0.404, 0.388, -0.383], [-0.033, -0.161, 0.120], [0.008, -0.011, 0.008], [0.012, 0.000, 0.024], [0.003, -0.005, 0.008], [-0.017, -0.006, 0.023], [0.002, 0.000, 0.014], [0.040, -0.009, 0.024], [-0.023, 0.021, -0.002], [0.052, 0.079, -0.035], [0.031, -0.001, 0.025], [-0.007, -0.021, 0.004], [-0.035, 0.004, 0.006], [0.005, -0.045, -0.015], [0.007, 0.023, -0.043], [0.027, 0.030, 0.001]],
  "lumo_energy_ev": -5.9,
  "charge": 2,
  "gap_ev": 7.3,
  "molar_mass_g_mol": 947.17,
  "e_homo_ev": -13.139
}


Energy above the lowest of the compared OMol25 structures with the same formula, charge and spin for every record listed, in sequence, given in kJ/mol: 206.3, 80.4, 601.4, 279.4, 189.4, 45.5.